w | Molecular formula: C3H9S2
Method: DFT, ωB97M-V/def2-TZVPD

```
14
C3H9S2 (ωB97M-V/def2-TZVPD)
C 0.609 0.172 1.463
C -0.592 -0.473 2.144
S -1.725 -1.107 0.852
H 0.301 0.958 0.776
H 1.107 -0.549 0.814
H 1.325 0.559 2.186
H -0.278 -1.319 2.754
H -1.125 0.265 2.735
H -2.538 -1.742 1.712
C 2.222 1.026 -1.682
S 0.473 0.703 -2.073
H 2.869 0.499 -2.383
H 2.484 2.085 -1.730
H 2.519 0.675 -0.682
```

Charge: -1

***

x | Molecular formula: C3H9S2
Method: DFT, ωB97M-V/def2-TZVPD

```
14
C3H9S2 (ωB97M-V/def2-TZVPD)
C -2.067 -2.022 -0.227
S -2.585 -0.409 0.458
H -1.704 -1.859 -1.233
H -2.997 -2.569 -0.332
H -1.293 -2.457 0.382
C 1.544 1.905 -0.039
C 1.678 0.495 0.512
S 1.199 -0.825 -0.719
H 0.833 1.906 -0.871
H 1.200 2.600 0.727
H 2.513 2.244 -0.418
H 0.956 0.365 1.319
H 2.684 0.263 0.866
H -1.962 0.363 -0.424
```

Charge: -1

***

y | Molecular formula: C3H9S2
Method: DFT, ωB97M-V/def2-TZVPD

```
14
C3H9S2 (ωB97M-V/def2-TZVPD)
C -1.722 3.037 -1.034
S -2.491 1.387 -0.878
H -2.358 3.723 -0.467
H -1.784 3.406 -2.059
H -0.718 3.141 -0.636
C 2.072 -1.673 0.835
C 0.814 -1.861 0.031
S -0.518 -1.259 1.303
H 2.455 -0.663 0.965
H 1.919 -2.103 1.833
H 2.867 -2.305 0.437
H 0.471 -2.850 -0.254
H 0.684 -1.183 -0.814
H -1.691 -0.796 0.738
```

Charge: -1

***

z | Molecular formula: C3H9S2
Method: DFT, ωB97M-V/def2-TZVPD

```
14
C3H9S2 (ωB97M-V/def2-TZVPD)
C -0.261 2.247 1.430
S -1.065 1.159 2.712
H -0.154 1.351 0.749
H 0.850 2.549 1.772
H -0.737 3.128 0.961
C 0.832 -1.286 -1.936
C -0.038 -1.274 -0.574
S -0.011 -3.059 0.053
H 1.124 -2.308 -2.124
H 0.340 -0.685 -2.894
H 1.865 -0.736 -1.598
H -1.149 -0.928 -0.820
H 0.182 -0.530 0.194
H -1.776 0.369 2.075
```

Charge: -1

***

Ranked by calculated energy, most stable first: x, w, y, z.

***

w | Molecular formula: C3H9S2
Method: DFT, ωB97M-V/def2-TZVPD

```
14
C3H9S2 (ωB97M-V/def2-TZVPD)
C -1.389 -3.318 0.646
S -2.207 -1.793 0.132
H -2.149 -4.098 0.794
H -0.875 -3.176 1.596
H -0.678 -3.663 -0.095
C 1.586 2.706 -0.339
C 0.466 1.714 -0.530
S 0.847 0.067 0.185
H 1.815 2.800 0.731
H 2.520 2.427 -0.828
H 1.303 3.713 -0.677
H 0.246 1.547 -1.590
H -0.451 2.101 -0.084
H -1.034 -1.027 0.060
```

Charge: -1

***

x | Molecular formula: C3H9S2
Method: DFT, ωB97M-V/def2-TZVPD

```
14
C3H9S2 (ωB97M-V/def2-TZVPD)
C 2.018 -1.903 -0.202
S 0.383 -2.148 0.597
H 2.810 -2.366 0.204
H 2.263 -0.818 -0.026
H 2.045 -2.071 -1.444
C -1.348 2.088 1.188
C -1.526 1.934 -0.289
S -0.003 1.084 -0.966
H -1.362 1.017 1.600
H -0.354 2.566 1.381
H -2.171 2.705 1.672
H -1.669 2.915 -0.897
H -2.415 1.440 -0.619
H -0.088 -1.059 -0.157
```

Charge: -1

***

Ranked by calculated energy, most stable first: w, x.

***

w | Molecular formula: C4H9NS2
Method: DFT, ωB97M-V/def2-TZVPD

```
16
C4H9NS2 (ωB97M-V/def2-TZVPD)
C 2.600 -0.608 0.237
C -0.001 0.340 -0.155
C -1.527 0.107 -0.240
C -2.093 0.140 1.202
H 2.836 0.121 -0.549
H 3.168 -1.546 0.095
H 2.788 -0.155 1.226
H -2.023 0.877 -0.856
H -1.641 -0.706 1.786
H -3.154 -0.038 1.247
H -1.915 1.136 1.645
H -1.788 -1.105 -1.869
H -1.630 -1.974 -0.540
N -1.928 -1.107 -0.876
S 0.891 -1.158 0.097
S 0.545 1.862 -0.242
```

Charge: 0
SMILES: CSC(=S)[C@H](C)N

***

x | Molecular formula: C4H9NS2
Method: DFT, ωB97M-V/def2-TZVPD

```
16
C4H9NS2 (ωB97M-V/def2-TZVPD)
C 1.432 -0.198 0.614
C 0.286 -0.499 -0.309
C -1.824 -0.303 -0.282
C -0.692 0.642 -0.736
H 3.292 -0.385 -0.892
H 1.135 0.410 1.445
H 1.786 -1.121 1.045
H 0.668 -0.996 -1.195
H -0.845 -1.243 1.276
H -2.531 0.110 0.450
H -2.386 -0.749 -1.106
H -0.677 0.881 -1.804
H -0.987 1.794 1.310
N -0.843 -1.277 0.274
S 2.789 0.689 -0.209
S -0.603 2.246 0.120
```

Charge: 0
SMILES: SC[C@H]1NC[C@H]1S

***

Ranked by calculated energy, most stable first: w, x.

***

w | Molecular formula: C4H4Cl12
Method: DFT, ωB97M-V/def2-TZVPD

```
20
C4H4Cl12 (ωB97M-V/def2-TZVPD)
C 0.269 3.844 -1.475
Cl 0.995 5.059 -2.536
Cl -1.013 2.789 -2.275
Cl -0.272 4.507 0.076
H 1.116 3.185 -1.285
C -1.808 -3.177 -0.762
Cl -2.783 -4.717 -0.870
Cl -2.922 -1.791 -0.697
Cl -0.561 -2.991 -2.027
H -1.285 -3.226 0.193
C -0.189 0.258 2.681
Cl -1.379 -0.697 1.879
Cl -0.407 -0.114 4.385
Cl -0.389 1.947 2.367
H 0.793 -0.137 2.421
C 1.914 -0.991 -0.371
Cl 0.887 0.410 -0.427
Cl 3.172 -0.875 0.845
Cl 2.532 -1.397 -1.967
H 1.328 -1.884 -0.154
```

Charge: 0

***

x | Molecular formula: C4H4Cl12
Method: DFT, ωB97M-V/def2-TZVPD

```
20
C4H4Cl12 (ωB97M-V/def2-TZVPD)
C -7.287 0.748 17.177
Cl -8.879 0.667 17.921
Cl -5.978 0.833 18.337
Cl -7.211 2.175 16.086
H -7.092 -0.153 16.595
C -5.051 3.259 7.842
Cl -4.988 4.708 6.768
Cl -3.500 2.321 7.861
Cl -6.411 2.285 7.278
H -5.240 3.587 8.864
C -9.968 1.052 11.893
Cl -9.179 -0.496 12.390
Cl -9.709 1.162 10.091
Cl -9.296 2.431 12.811
H -11.045 0.973 12.041
C -5.745 2.349 12.881
Cl -4.479 3.518 13.384
Cl -5.292 0.747 13.446
Cl -6.065 2.419 11.196
H -6.711 2.576 13.332
```

Charge: 0
SMILES: ClC(Cl)Cl.ClC(Cl)Cl.ClC(Cl)Cl.ClC(Cl)Cl

***

Ranked by calculated energy, most stable first: x, w.

***

w | Molecular formula: C2H3BrS
Method: DFT, ωB97M-V/def2-TZVPD

```
7
C2H3BrS (ωB97M-V/def2-TZVPD)
C -0.395 0.581 0.464
C 0.473 -0.379 -0.294
S -0.774 -1.133 0.762
Br 0.108 -0.559 -2.164
H 0.089 1.130 1.264
H -1.256 0.862 -0.143
H 1.754 -0.502 0.110
```

Charge: 0

***

x | Molecular formula: C2H3BrS
Method: DFT, ωB97M-V/def2-TZVPD

```
7
C2H3BrS (ωB97M-V/def2-TZVPD)
C -1.058 -0.459 0.074
C 1.022 0.305 -0.026
S -1.447 -1.987 0.024
Br -2.126 1.058 -0.030
H 1.119 0.580 1.009
H 0.953 1.096 -0.741
H 1.539 -0.593 -0.310
```

Charge: 0

***

Ranked by calculated energy, most stable first: w, x.

***

w | Molecular formula: C2H6N3S
Method: DFT, ωB97M-V/def2-TZVPD

```
12
C2H6N3S (ωB97M-V/def2-TZVPD)
C -1.820 -0.633 -0.198
C 2.691 0.488 0.072
N -3.114 -0.532 -0.277
N 3.477 1.129 -0.576
N 1.723 0.017 0.703
S -1.093 0.567 0.769
H -1.149 -1.254 -0.647
H -3.511 -1.058 -1.025
H 0.480 0.175 0.588
H 4.073 1.006 -1.362
H 1.821 -0.118 1.692
H -3.577 0.212 0.261
```

Charge: +1

***

x | Molecular formula: C2H6N3S
Method: DFT, ωB97M-V/def2-TZVPD

```
12
C2H6N3S (ωB97M-V/def2-TZVPD)
C -0.424 -0.356 -0.497
C -1.479 0.626 -0.050
N 0.504 0.576 1.443
N 0.683 -0.190 0.376
N 1.925 -0.752 0.139
S -0.849 1.344 1.504
H -0.923 -1.386 -0.443
H -0.079 -0.291 -1.604
H -1.423 1.381 -0.764
H -2.397 0.099 0.039
H 1.951 -0.925 -0.855
H 2.510 -0.127 0.712
```

Charge: +1

***

y | Molecular formula: C2H6N3S
Method: DFT, ωB97M-V/def2-TZVPD

```
12
C2H6N3S (ωB97M-V/def2-TZVPD)
C 1.027 -1.205 0.073
C -1.312 -0.441 -0.428
N -0.183 -0.974 -0.191
N 1.680 1.381 -0.107
N -2.163 -0.021 0.488
S 2.366 -0.146 0.136
H 1.333 -2.235 0.239
H -1.641 -0.417 -1.466
H 1.886 1.751 -1.031
H 2.016 2.032 0.594
H -1.934 -0.039 1.472
H -3.075 0.314 0.220
```

Charge: +1

***

Ranked by calculated energy, most stable first: y, w, x.

***

w | Molecular formula: C10H18Si
Method: DFT, ωB97M-V/def2-TZVPD

```
29
C10H18Si (ωB97M-V/def2-TZVPD)
C -0.939 1.965 1.776
C -1.848 1.578 0.719
C 0.120 1.275 2.227
C -1.595 0.772 -0.311
C 2.604 -1.281 0.001
C 3.289 -0.792 2.362
C -2.530 -1.032 -1.750
C -2.255 1.298 -2.635
C 2.375 -0.376 1.210
C -2.584 0.453 -1.398
Si 0.544 -0.516 1.835
H -1.178 2.923 2.231
H -2.824 2.047 0.777
H 0.670 1.728 3.049
H -0.610 0.344 -0.439
H 2.018 -0.941 -0.852
H 3.654 -1.285 -0.292
H 2.311 -2.306 0.223
H 3.118 -1.838 2.625
H 3.095 -0.186 3.249
H 4.341 -0.674 2.094
H -3.230 -1.259 -2.551
H -1.529 -1.303 -2.083
H -2.780 -1.641 -0.884
H -2.982 1.117 -3.424
H -1.266 1.048 -3.010
H -2.269 2.356 -2.389
H 2.644 0.649 0.918
H -3.591 0.709 -1.056
```

Charge: 0

***

x | Molecular formula: C10H18Si
Method: DFT, ωB97M-V/def2-TZVPD

```
29
C10H18Si (ωB97M-V/def2-TZVPD)
C 2.499 1.302 -0.093
C -0.479 -0.758 -0.186
C 4.352 -0.424 -0.109
C 3.613 0.768 -0.067
C 0.811 -0.737 -0.353
C -1.169 -1.982 -0.635
C 1.819 -1.599 -0.590
C -1.862 1.872 -1.279
C -0.653 1.659 1.636
C -3.158 0.013 1.116
Si -1.588 0.743 0.294
H 4.779 -0.672 -1.050
H 4.743 -0.837 0.757
H 1.825 2.137 -0.130
H -1.308 -2.184 -1.738
H -2.178 -1.924 -0.217
H -0.708 -2.982 -0.264
H 1.597 -2.443 -0.050
H 2.989 -1.311 -0.298
H 2.065 -1.887 -1.602
H -1.720 2.899 -1.134
H -1.082 1.570 -1.918
H -2.882 1.615 -1.706
H -1.441 1.705 2.416
H 0.271 1.200 2.043
H -0.557 2.774 1.370
H -3.326 -1.068 0.787
H -3.294 -0.059 2.280
H -3.959 0.608 0.720
```

Charge: 0

***

Ranked by calculated energy, most stable first: w, x.

***

w | Molecular formula: C29H32N5O7OsS4
Method: DFT, ωB97M-V/def2-TZVPD

```
78
C29H32N5O7OsS4 (ωB97M-V/def2-TZVPD)
Os 0.236 -0.212 -0.361
N 0.333 1.155 -2.110
C 1.079 2.369 -1.689
C 1.813 2.163 -0.386
O 2.508 2.988 0.131
N 1.513 0.937 0.265
C 2.198 0.573 1.501
C 1.529 -0.663 2.104
O 1.859 -1.083 3.183
O 0.577 -1.205 1.363
H 0.882 0.711 -2.840
H -0.558 1.413 -2.513
H 0.403 3.214 -1.568
H 1.829 2.631 -2.431
H 2.166 1.398 2.211
H 3.248 0.358 1.299
O -1.473 2.656 0.652
S -1.883 3.646 1.717
C -3.581 3.197 2.184
C -3.841 1.691 2.113
C -4.430 1.225 0.779
C -4.500 -0.299 0.703
S -3.097 -1.181 -0.046
O -1.806 -0.445 0.280
C -3.495 -0.825 -1.742
C -4.338 -1.707 -2.406
C -4.649 -1.463 -3.734
C -4.112 -0.357 -4.382
C -3.273 0.515 -3.702
C -2.962 0.283 -2.369
C -1.092 3.168 3.240
C -0.697 1.860 3.482
C -0.139 1.540 4.712
C 0.019 2.524 5.680
C -0.369 3.831 5.423
C -0.923 4.162 4.195
H -4.245 3.761 1.526
H -3.689 3.588 3.195
H -4.537 1.420 2.909
H -2.916 1.150 2.307
H -3.862 1.622 -0.065
H -5.446 1.617 0.693
H -5.306 -0.654 0.058
H -4.639 -0.735 1.694
H -4.730 -2.583 -1.902
H -5.302 -2.140 -4.266
H -4.350 -0.175 -5.421
H -2.868 1.380 -4.211
H -2.333 0.951 -1.802
H -0.810 1.094 2.725
H 0.185 0.526 4.904
H 0.460 2.271 6.635
H -0.229 4.598 6.173
H -1.212 5.184 3.979
N 7.335 -3.926 0.010
C 6.359 -3.195 -0.590
C 5.733 -3.656 -1.758
C 4.734 -2.920 -2.355
C 4.346 -1.703 -1.799
C 4.969 -1.225 -0.645
C 5.965 -1.958 -0.049
S 3.030 -0.814 -2.475
O 2.747 -1.314 -3.791
O 3.240 0.591 -2.255
N 1.709 -1.190 -1.546
C 0.923 -2.250 -1.855
S 1.031 -3.603 -2.897
C -0.440 -4.192 -2.179
C -0.925 -3.337 -1.260
N -0.150 -2.200 -1.113
H 7.642 -4.796 -0.381
H 7.794 -3.594 0.836
H 6.046 -4.595 -2.195
H 4.267 -3.270 -3.265
H 4.683 -0.265 -0.238
H 6.460 -1.580 0.837
H -0.852 -5.143 -2.470
H -1.787 -3.507 -0.639
```

Charge: +1

***

x | Molecular formula: C29H32N5O7OsS4
Method: DFT, ωB97M-V/def2-TZVPD

```
78
C29H32N5O7OsS4 (ωB97M-V/def2-TZVPD)
Os -1.093 0.182 0.285
N -1.635 -1.302 -1.083
C -1.563 -2.652 -0.480
C -1.042 -2.612 0.940
O -0.799 -3.602 1.574
N -0.764 -1.307 1.405
C 0.401 -1.179 2.259
C 1.457 -0.444 1.405
O 2.625 -0.398 1.694
O 0.932 0.132 0.337
H -1.021 -1.255 -1.904
H -2.603 -1.100 -1.334
H -2.535 -3.140 -0.507
H -0.855 -3.264 -1.039
H 0.188 -0.582 3.148
H 0.788 -2.148 2.568
O 0.644 -1.340 -2.520
S 1.602 -1.664 -3.633
C 1.897 -0.118 -4.547
C 2.582 1.025 -3.804
C 1.844 1.605 -2.594
C 0.636 2.422 -3.030
S -0.575 2.867 -1.782
O -1.110 1.508 -1.306
C 0.378 3.703 -0.544
C -0.031 5.020 -0.346
C 0.652 5.816 0.562
C 1.722 5.288 1.269
C 2.112 3.967 1.077
C 1.445 3.161 0.169
C 3.204 -1.815 -2.861
C 3.321 -1.519 -1.514
C 4.564 -1.632 -0.904
C 5.663 -2.040 -1.646
C 5.528 -2.345 -2.997
C 4.290 -2.241 -3.613
H 0.908 0.145 -4.929
H 2.499 -0.421 -5.407
H 2.759 1.823 -4.533
H 3.568 0.688 -3.481
H 2.540 2.254 -2.061
H 1.538 0.811 -1.914
H 0.026 1.890 -3.765
H 0.913 3.385 -3.470
H -0.876 5.416 -0.895
H 0.344 6.841 0.717
H 2.256 5.908 1.977
H 2.944 3.556 1.634
H 1.741 2.131 0.041
H 2.452 -1.197 -0.958
H 4.655 -1.401 0.149
H 6.631 -2.132 -1.171
H 6.385 -2.675 -3.567
H 4.176 -2.497 -4.660
N -3.281 -4.798 4.416
C -3.555 -3.744 3.591
C -3.342 -2.425 4.025
C -3.636 -1.362 3.202
C -4.138 -1.592 1.922
C -4.380 -2.892 1.489
C -4.099 -3.957 2.317
S -4.433 -0.255 0.843
O -4.576 -0.795 -0.482
O -5.390 0.656 1.391
N -3.002 0.562 0.826
C -2.689 1.598 1.677
S -3.609 2.747 2.525
C -2.136 3.520 3.006
C -1.059 2.886 2.498
N -1.377 1.771 1.753
H -2.696 -4.641 5.217
H -3.217 -5.717 4.012
H -2.949 -2.248 5.018
H -3.474 -0.351 3.557
H -4.796 -3.058 0.504
H -4.291 -4.968 1.981
H -2.155 4.382 3.651
H -0.027 3.159 2.646
```

Charge: +1

***

Ranked by calculated energy, most stable first: x, w.